Entry 1:
{
  "formula": "C19H32N9O4SSc",
  "method": "ωB97M-V/def2-TZVPD",
  "total_charge": 2,
  "homo_lumo_gap_ha": 0.2817,
  "multiplicity": 1,
  "e_above_lowest_ev": 0.000,
  "symbols": ["Sc", "C", "C", "O", "C", "C", "O", "C", "C", "O", "C", "C", "O", "H", "H", "H", "H", "H", "H", "H", "H", "H", "H", "H", "H", "H", "H", "H", "H", "C", "C", "N", "C", "S", "N", "N", "C", "C", "C", "C", "C", "C", "C", "N", "H", "H", "H", "H", "H", "H", "H", "H", "H", "H", "H", "H", "H", "N", "N", "N", "C", "N", "N", "H", "H", "H"],
  "coordinates": [[-0.089542, 0.502040, -0.169347], [-1.861225, 2.745578, 1.587585], [-2.641809, 2.344710, 0.357265], [-2.347442, 0.973961, 0.027122], [-3.117804, 0.028640, 0.794702], [-2.721808, -1.348612, 0.323878], [-1.297426, -1.481650, 0.351798], [-0.738484, -2.252587, 1.427079], [-0.562353, -1.366867, 2.637958], [-0.086454, -0.103236, 2.157503], [-0.040537, 0.863559, 3.216695], [0.245013, 2.214657, 2.597379], [-0.504457, 2.335663, 1.376509], [-2.263149, 2.262154, 2.481568], [-1.906021, 3.826557, 1.738323], [-2.345443, 2.931050, -0.508106], [-3.714753, 2.469410, 0.509041], [-4.181491, 0.205232, 0.621840], [-2.903809, 0.160485, 1.858351], [-3.031063, -1.498392, -0.711150], [-3.196152, -2.113671, 0.940003], [0.228873, -2.602040, 1.075162], [-1.370963, -3.113620, 1.643322], [0.156176, -1.800487, 3.337051], [-1.507093, -1.206425, 3.168868], [0.735473, 0.596540, 3.937520], [-1.004652, 0.849259, 3.736329], [1.289042, 2.301699, 2.314351], [-0.015445, 3.021488, 3.284022], [3.727295, -2.218355, 3.153203], [4.508481, -1.580925, 2.015293], [3.892867, -0.344647, 1.537133], [2.859603, -0.314182, 0.696635], [2.289548, 1.260929, 0.172469], [2.329532, -1.434430, 0.270438], [1.277754, -1.183540, -0.584121], [1.104371, -1.974295, -1.580007], [2.005673, -3.112607, -1.916468], [-0.059836, -1.656452, -2.434715], [-0.440838, -2.475667, -3.483787], [-1.550541, -2.134331, -4.245354], [-2.246408, -0.983064, -3.931887], [-1.805510, -0.213447, -2.866556], [-0.739127, -0.528062, -2.130565], [4.215065, -3.136470, 3.478700], [2.718474, -2.470706, 2.823578], [3.664255, -1.547955, 4.011170], [4.583202, -2.266703, 1.170992], [5.520879, -1.331836, 2.328511], [4.275727, 0.539847, 1.824791], [2.934659, -3.025287, -1.362605], [2.214498, -3.134849, -2.984893], [1.538056, -4.063540, -1.647495], [0.115218, -3.374696, -3.702345], [-1.861850, -2.764478, -5.067436], [-3.117131, -0.674460, -4.492106], [-2.328717, 0.690687, -2.592157], [-0.865393, 4.315906, -4.199303], [-0.344748, 3.757942, -3.050741], [0.420975, 4.431163, -2.224075], [0.593744, 3.559033, -1.249759], [-0.069187, 2.414139, -1.494062], [-0.677784, 2.573167, -2.657600], [-0.397921, 5.206376, -4.338929], [-0.678428, 3.699645, -4.984017], [1.188316, 3.751077, -0.374519]],
  "forces_ev_per_a": [[-0.14, -0.14, 0.34], [-0.04, -0.02, -0.02], [0.02, 0.05, -0.01], [0.00, -0.03, 0.04], [0.01, -0.02, -0.01], [-0.04, 0.02, -0.05], [-0.04, -0.01, 0.07], [0.08, 0.03, -0.01], [-0.05, 0.01, -0.04], [0.00, 0.01, 0.05], [-0.01, 0.04, -0.02], [0.03, 0.00, 0.01], [-0.01, 0.01, -0.05], [0.02, -0.01, 0.00], [-0.01, 0.00, -0.02], [-0.01, 0.02, 0.01], [0.01, 0.00, 0.02], [0.00, -0.01, -0.01], [-0.01, 0.01, 0.00], [0.00, 0.01, 0.01], [0.01, 0.00, 0.01], [-0.01, -0.01, -0.01], [-0.01, 0.01, 0.03], [0.01, -0.01, -0.01], [0.01, 0.00, -0.01], [0.02, 0.02, -0.01], [0.00, -0.02, -0.01], [-0.01, 0.00, 0.02], [-0.01, -0.01, 0.00], [-0.01, -0.01, 0.01], [0.00, -0.02, -0.03], [0.05, -0.04, 0.05], [-0.15, 0.02, 0.05], [0.07, 0.18, -0.05], [0.07, -0.05, 0.03], [0.16, -0.16, -0.16], [0.06, 0.02, -0.08], [0.00, -0.01, 0.09], [-0.10, 0.01, -0.03], [0.01, 0.03, 0.04], [0.01, -0.01, 0.00], [-0.01, 0.03, 0.02], [-0.03, 0.01, -0.01], [0.02, -0.05, -0.11], [0.01, 0.00, 0.00], [0.00, -0.01, -0.01], [0.01, 0.01, 0.00], [0.00, 0.01, 0.02], [-0.01, 0.00, 0.01], [0.02, -0.01, -0.04], [0.00, 0.00, -0.01], [0.02, 0.01, -0.01], [-0.01, 0.00, -0.01], [0.01, 0.00, 0.00], [0.00, 0.00, 0.00], [0.00, -0.01, -0.01], [0.00, 0.00, 0.00], [0.04, 0.01, -0.06], [-0.12, 0.00, 0.02], [0.17, 0.03, -0.08], [-0.14, -0.05, 0.08], [0.11, 0.15, -0.04], [-0.01, -0.03, -0.09], [-0.03, 0.02, 0.06], [-0.01, -0.03, 0.03], [0.00, 0.01, 0.01]],
  "mulliken_charge": [-0.951, -0.583, -0.833, 0.336, -0.553, -0.906, 0.069, -0.729, -0.936, 0.870, -0.915, -0.746, 0.111, 0.392, 0.452, 0.185, 0.572, 0.581, 0.245, 0.260, 0.606, 0.106, 0.658, 0.492, 0.449, 0.328, 0.478, 0.238, 0.515, -0.844, -0.403, -0.152, 0.377, -0.713, -1.311, 1.558, 0.610, -2.022, 1.065, -0.878, -0.675, -1.127, 0.000, 0.429, 0.381, 0.074, 0.288, 0.204, 0.436, 0.262, 0.388, 0.498, 0.326, 0.516, 0.463, 0.479, 0.471, -0.681, 0.997, -0.907, -0.509, 0.835, -0.415, 0.345, 0.269, 0.570]
}

Entry 2:
{
  "formula": "C19H32NO3",
  "method": "ωB97M-V/def2-TZVPD",
  "total_charge": 1,
  "homo_lumo_gap_ha": 0.3350,
  "smiles": "COCCC[NH2+]CC[C@H](CCC(C)C)c1ccc2c(c1)OCO2",
  "multiplicity": 1,
  "e_above_lowest_ev": 0.153,
  "symbols": ["C", "H", "H", "H", "O", "C", "C", "C", "N", "H", "H", "C", "C", "H", "H", "C", "C", "C", "C", "C", "C", "C", "H", "O", "C", "O", "H", "H", "H", "H", "H", "C", "H", "C", "H", "H", "C", "C", "H", "H", "H", "C", "H", "H", "H", "H", "H", "H", "H", "H", "H", "H", "H", "H", "H"],
  "coordinates": [[-3.610555, 0.044658, -1.646112], [-3.908143, -0.693191, -0.894599], [-2.818582, -0.365002, -2.268414], [-4.474963, 0.291776, -2.266391], [-3.087997, 1.205714, -1.028930], [-4.001746, 1.839886, -0.140003], [-3.301281, 3.018997, 0.533572], [-2.144195, 2.558062, 1.415300], [-1.110491, 1.895227, 0.581642], [-1.644290, 1.455900, -0.213462], [-0.625483, 1.121084, 1.079190], [-0.064277, 2.787552, 0.033479], [0.853887, 2.031459, -0.920887], [1.554850, 2.752393, -1.342903], [0.267848, 1.624986, -1.746377], [1.653738, 0.906247, -0.239124], [0.744302, -0.232450, 0.163525], [0.539939, -0.521470, 1.510897], [-0.312141, -1.545262, 1.934927], [-0.958184, -2.262647, 0.959463], [-0.765396, -1.976545, -0.398604], [0.066963, -0.969909, -0.817147], [0.211644, -0.784468, -1.867395], [-1.533817, -2.812995, -1.147756], [-2.147334, -3.703988, -0.234703], [-1.847238, -3.284521, 1.081779], [-3.235453, -3.696285, -0.386829], [-1.763577, -4.723236, -0.396495], [-0.443308, -1.774602, 2.978342], [1.094301, 0.024997, 2.261158], [2.116781, 1.313025, 0.663194], [2.775453, 0.420835, -1.172784], [3.404967, 1.270994, -1.433096], [3.638308, -0.694287, -0.566787], [3.038270, -1.262696, 0.147296], [3.921646, -1.383492, -1.363821], [4.935616, -0.243118, 0.123532], [5.932968, 0.348815, -0.870035], [6.880611, 0.543982, -0.374896], [6.113241, -0.341818, -1.689871], [5.574390, 1.288223, -1.284542], [4.693828, 0.728519, 1.276020], [5.622475, 0.899539, 1.814719], [3.968336, 0.321720, 1.977745], [4.342845, 1.690930, 0.909797], [5.385838, -1.149647, 0.543216], [2.325210, 0.061092, -2.098320], [0.510956, 3.198351, 0.866858], [-0.549213, 3.611217, -0.493114], [-1.699272, 3.401707, 1.945885], [-2.508888, 1.840507, 2.153158], [-4.027676, 3.553298, 1.143966], [-2.940890, 3.703269, -0.235040], [-4.876527, 2.190639, -0.699827], [-4.345370, 1.116000, 0.612550]],
  "forces_ev_per_a": [[-0.05, -0.23, -0.13], [0.02, 0.00, -0.01], [-0.06, -0.06, 0.00], [0.01, 0.03, 0.00], [0.07, 0.28, 0.13], [-0.24, 0.25, 0.07], [0.04, -0.47, -0.14], [-0.43, 0.37, 0.24], [-0.02, -0.35, -0.09], [0.34, -0.06, 0.31], [-0.42, 0.29, -0.16], [0.40, 0.28, -0.41], [0.12, -0.02, 0.37], [-0.04, 0.06, -0.04], [-0.02, 0.00, -0.13], [0.04, 0.05, -0.42], [0.12, -0.04, 0.43], [0.30, -0.08, -0.24], [-0.34, -0.34, -0.13], [0.15, 0.27, -0.39], [-0.07, -0.01, 0.51], [-0.14, -0.23, 0.01], [0.03, 0.06, -0.23], [0.32, 0.49, -0.15], [-0.70, -1.10, -0.27], [0.15, 0.26, 0.37], [0.25, 0.08, 0.06], [0.00, 0.28, 0.05], [-0.03, -0.04, 0.17], [0.10, 0.11, 0.05], [-0.04, 0.00, 0.06], [0.04, -0.14, 0.31], [-0.01, 0.11, -0.11], [0.18, 0.06, -0.04], [0.00, -0.11, -0.01], [-0.03, -0.09, 0.02], [-0.07, 0.05, -0.06], [-0.11, -0.20, 0.18], [0.13, 0.07, 0.00], [0.07, -0.04, -0.13], [-0.02, 0.14, -0.07], [0.11, -0.29, -0.12], [0.06, 0.09, 0.09], [-0.12, 0.02, 0.14], [-0.08, 0.17, -0.02], [-0.03, 0.04, -0.02], [-0.04, 0.07, -0.11], [-0.13, -0.03, 0.03], [-0.08, -0.03, 0.13], [0.09, -0.13, -0.02], [0.12, -0.02, -0.04], [0.02, 0.04, 0.02], [-0.03, 0.11, -0.02], [0.06, -0.06, 0.04], [0.01, 0.03, -0.05]],
  "mulliken_charge": [-0.847, 0.328, 0.270, 0.337, -0.438, -0.563, -0.632, -0.572, 0.259, 0.430, -0.017, -0.882, -1.077, 0.535, 0.244, 0.454, -0.730, 0.776, -1.484, 1.078, -0.310, -0.048, 0.590, -0.496, -0.330, -0.493, 0.286, 0.285, 0.478, 0.402, 0.240, -1.178, 0.585, -0.799, 0.257, 0.400, 0.503, -1.543, 0.447, 0.377, 0.332, -1.375, 0.509, 0.266, 0.222, 0.386, 0.349, 0.554, 0.452, 0.339, 0.396, 0.407, 0.297, 0.417, 0.325]
}